Here is C11H30ClGaNO2 as an isolated structure from the OMol25 dataset. Energies are from ωB97M-V/def2-TZVPD.

Values from the calculation:
gap between HOMO and LUMO	6.9	eV
total charge	-1
HOMO energy	-4.53	eV

Atoms and positions in Å:
1 N 3.523 0.057 3.228
2 C 3.077 1.411 2.828
3 C 2.218 2.110 3.866
4 Ga 1.048 3.591 3.109
5 C -0.166 2.731 1.708
6 C -0.542 1.275 1.989
7 C -1.441 1.228 3.204
8 Cl -2.334 -0.348 3.355
9 H 3.634 -0.536 2.413
10 H 2.778 -0.363 3.774
11 H 2.540 1.356 1.873
12 H 3.968 2.020 2.649
13 H 2.842 2.513 4.668
14 H 1.548 1.380 4.342
15 H 1.937 4.752 2.405
16 H 0.156 4.219 4.322
17 H -1.092 3.311 1.627
18 H 0.333 2.802 0.738
19 H -1.040 0.776 1.151
20 H 0.356 0.692 2.206
21 H -2.208 1.996 3.184
22 H -0.887 1.320 4.132
23 C 1.975 -2.644 -0.061
24 C 0.989 -1.498 -0.229
25 C 0.371 -1.463 -1.616
26 O 1.584 -0.252 0.100
27 H 2.801 -2.536 -0.771
28 H 2.384 -2.646 0.949
29 H 1.495 -3.607 -0.247
30 H 0.192 -1.599 0.512
31 H 1.149 -1.319 -2.373
32 H -0.332 -0.633 -1.687
33 H -0.153 -2.389 -1.853
34 H 2.316 -0.075 -0.501
35 C -2.100 -0.439 -4.552
36 C -2.585 -1.868 -4.730
37 C -4.079 -1.938 -5.005
38 O -2.231 -2.671 -3.607
39 H -2.604 0.027 -3.700
40 H -1.027 -0.419 -4.366
41 H -2.315 0.162 -5.438
42 H -2.045 -2.331 -5.560
43 H -4.634 -1.509 -4.166
44 H -4.395 -2.973 -5.137
45 H -4.340 -1.374 -5.902
46 H -2.664 -2.302 -2.829